Record 1
{"formula": "C3H8N5", "method": "the ωB97M-V functional and the def2-TZVPD basis", "elements": ["H", "C", "C", "N", "H", "N", "C", "N", "H", "H", "H", "N", "H", "H", "H", "N"], "coordinates": [[-2.82963, -0.74149, 0.19302], [0.15314, -0.57452, -0.24936], [-1.21689, 0.03373, -0.48010], [1.56565, 0.15830, 0.09152], [-2.09652, -0.11665, 1.42151], [1.52948, 1.50830, 0.34624], [2.41715, -0.86505, 0.19492], [0.52717, -1.76159, -0.24598], [0.03562, -2.60789, -0.43257], [3.40560, -0.81785, 0.56975], [2.29044, 1.75845, 0.92409], [1.80180, -2.03415, -0.00747], [-1.26458, 1.15172, -0.56522], [1.75138, 2.15062, -0.51392], [-1.29525, -0.19563, -1.56276], [-1.95963, -0.59376, 0.54674]], "forces_ev_per_angstrom": [[-3.3, -1.0, -0.8], [3.8, 6.4, 1.1], [2.8, 1.4, -0.7], [-5.4, -2.1, -1.8], [0.6, 0.6, 0.0], [0.5, 2.1, -2.3], [-1.8, -1.4, 0.0], [0.8, -2.7, -0.5], [-1.2, -0.3, -0.2], [0.9, 0.2, -0.1], [0.8, 0.0, 1.4], [2.7, 0.9, 0.7], [0.7, -0.7, 0.7], [-0.8, -2.1, 1.4], [-1.5, -0.8, 0.6], [0.4, -0.6, 0.3]], "gap_ev": 10.61, "energy_ev": -10681.4979, "homo_ev": -14.06, "charge": 1, "spin_multiplicity": 1}



Record 2
{"formula": "CH3NSSi", "method": "the ωB97M-V functional and the def2-TZVPD basis", "elements": ["H", "Si", "N", "H", "H", "C", "S"], "coordinates": [[1.16644, -1.36383, 0.34333], [1.16353, 0.15011, 0.51497], [-2.77945, -0.44712, -1.83199], [2.49178, 0.82740, 1.01558], [0.76978, 0.65878, -0.72947], [-2.17619, -0.25604, -0.87803], [-0.63587, 0.43069, 1.56561]], "forces_ev_per_angstrom": [[0.5, 0.8, 0.3], [1.7, -1.4, 0.0], [-0.7, -0.3, -1.2], [-1.5, -0.7, -0.1], [0.0, 0.8, -1.4], [2.0, 0.8, 3.2], [-2.1, -0.1, -0.8]], "gap_ev": [6.16, 6.32], "energy_ev": -21283.0543, "homo_ev": [-10.67, -10.82], "spin_multiplicity": 1}



Record 3
{"formula": "C2H6N2S", "method": "the ωB97M-V functional and the def2-TZVPD basis", "elements": ["N", "H", "H", "H", "C", "C", "S", "H", "H", "N", "H"], "coordinates": [[-1.62709, -0.82079, 1.80940], [-2.02478, -1.61922, 2.30647], [-2.36772, -0.41886, 1.21339], [1.67031, 2.09156, -1.00209], [0.00638, -0.61393, 0.16485], [1.24072, 1.16270, -1.32737], [-0.36236, 0.94246, -0.53679], [0.91593, -0.96625, -0.35087], [1.79111, 0.36184, -1.00060], [-0.52801, -1.28064, 1.13636], [1.28550, 1.16113, -2.41275]], "forces_ev_per_angstrom": [[-0.9, 0.1, -0.2], [0.2, 0.4, -0.1], [0.6, -0.1, 0.3], [0.3, 0.3, 0.3], [-0.1, -1.1, 1.3], [-1.0, 1.6, -0.9], [-0.8, 0.5, -0.1], [-0.6, -0.7, 0.9], [1.8, -1.6, 0.8], [1.3, 0.6, -2.0], [-0.6, -0.1, -0.1]], "gap_ev": 9.20, "energy_ev": -15985.0837, "homo_ev": -8.26, "spin_multiplicity": 1}



Record 4
{"formula": "C25H29BN3O3Ru", "method": "the ωB97M-V functional and the def2-TZVPD basis", "elements": ["H", "C", "C", "C", "H", "H", "C", "C", "C", "H", "H", "H", "C", "H", "H", "C", "H", "H", "C", "H", "N", "C", "H", "B", "H", "C", "C", "C", "H", "C", "C", "O", "C", "H", "H", "C", "C", "N", "H", "H", "N", "H", "H", "C", "H", "H", "H", "H", "O", "H", "H", "C", "C", "C", "O", "H", "H", "C", "C", "C", "Ru", "H"], "coordinates": [[-2.23102, 4.76531, 2.13304], [5.69608, -2.93852, -4.11453], [0.58239, -1.36824, 2.57646], [2.35790, 0.13986, 3.98539], [-4.88759, 1.56768, 1.46311], [2.42631, 1.29357, 2.16924], [-2.23318, -1.02190, -3.89931], [1.78144, -0.96167, 4.59910], [-1.35844, 0.05344, -3.96477], [-0.92132, 4.08518, 1.14736], [-3.87404, 3.10455, 3.31808], [-4.11117, 3.26143, -0.84557], [-2.29082, -1.75749, -2.73107], [-2.80830, 4.26867, -0.20928], [-3.40804, 1.39373, 3.38761], [-3.58056, 3.55140, 0.06195], [0.09776, 1.18032, -2.85684], [2.02895, -1.21656, 5.62094], [3.39544, -0.98028, -1.17916], [6.28841, -3.44170, -4.86690], [1.14545, -0.29909, 1.97643], [-3.03044, 2.41061, 3.30293], [-1.27841, 0.66435, -4.85248], [-0.96561, 1.20448, 0.68136], [0.37767, -2.58987, 4.28906], [-0.41926, -2.16369, 1.77028], [-2.98048, 2.31879, 0.71345], [-1.54091, -2.18339, -0.36229], [3.00311, -1.51295, -0.32215], [-1.51446, 3.94668, 2.05243], [2.01027, 0.43424, 2.67937], [-1.18283, 1.58350, 2.00434], [-1.48246, -1.41368, -1.65707], [4.03241, -3.57622, -1.23183], [-2.85914, -1.27887, -4.74337], [-0.58538, 0.34120, -2.86085], [0.87669, -1.72320, 3.87835], [-0.54579, -1.66861, 0.54057], [3.20508, 0.08392, -1.24096], [3.06442, 0.77115, 4.50559], [-0.63063, -0.37083, -1.72671], [-4.40590, 0.96560, -0.13171], [-3.61564, 0.33881, 1.32124], [-4.04171, 1.23241, 0.86116], [-2.40520, 2.61479, 4.17272], [-2.96283, -2.60027, -2.63523], [-2.54884, -2.09505, 0.06407], [4.49271, 0.13616, -3.35206], [-1.00953, -3.13132, 2.24910], [-0.84370, 3.98581, 2.91112], [-4.29299, 4.03730, 0.73254], [5.44106, -1.57227, -4.22176], [4.68846, -0.92599, -3.26629], [4.43021, -3.01825, -2.07074], [-1.95017, 1.78949, -0.13754], [-1.38970, -3.25013, -0.56166], [5.83719, -1.01559, -5.06145], [4.15837, -1.62917, -2.15536], [-2.21021, 2.58993, 2.03855], [5.18420, -3.65329, -3.03255], [0.41514, -0.04168, 0.03233], [5.37956, -4.71459, -2.94779]], "forces_ev_per_angstrom": [[0.0, 0.0, 0.0], [0.0, 0.0, 0.0], [0.1, 0.1, 0.1], [0.0, -0.1, 0.1], [0.0, 0.0, 0.0], [0.0, 0.0, 0.0], [0.0, 0.0, 0.1], [0.0, 0.1, 0.0], [0.0, 0.0, 0.0], [0.0, 0.0, 0.0], [0.0, 0.0, 0.0], [0.0, 0.0, 0.0], [0.0, 0.0, -0.1], [0.0, 0.0, 0.0], [0.0, 0.0, 0.0], [0.0, 0.0, 0.0], [0.0, 0.0, 0.0], [0.0, 0.0, 0.0], [-0.1, 0.1, 0.2], [0.0, 0.0, 0.0], [0.0, 0.1, 0.1], [0.0, 0.0, 0.0], [0.0, 0.0, 0.0], [-0.2, 0.1, -0.2], [0.0, 0.0, 0.0], [-0.1, -0.1, -0.1], [0.0, 0.0, 0.0], [0.0, 0.0, 0.0], [0.0, 0.0, 0.0], [0.0, 0.0, 0.0], [0.0, 0.0, 0.0], [0.0, 0.0, 0.2], [0.0, 0.0, 0.0], [0.0, 0.0, 0.0], [0.0, 0.0, 0.0], [0.0, 0.0, 0.0], [0.0, 0.0, 0.0], [0.1, 0.2, 0.0], [0.0, 0.0, 0.0], [0.0, 0.0, 0.0], [-0.1, 0.1, -0.1], [0.0, 0.0, 0.0], [0.0, 0.0, 0.0], [0.0, 0.0, 0.0], [0.0, 0.0, 0.0], [0.0, 0.0, 0.0], [0.0, 0.0, 0.0], [0.0, 0.0, 0.0], [0.0, 0.0, 0.0], [0.0, 0.0, 0.0], [0.0, 0.0, 0.0], [0.0, 0.0, 0.0], [0.0, 0.0, 0.0], [0.0, 0.0, 0.0], [0.0, 0.0, 0.0], [0.0, 0.0, 0.0], [0.0, 0.0, 0.0], [0.0, -0.1, -0.1], [0.0, 0.0, 0.0], [0.0, 0.0, 0.0], [0.2, -0.4, 0.0], [0.0, 0.0, 0.0]], "gap_ev": [7.12, 6.24], "energy_ev": -40268.5944, "homo_ev": [-6.85, -6.90], "spin_multiplicity": 2, "s2": 0.79}



Record 5
{"formula": "C2H8NO3", "method": "the ωB97M-V functional and the def2-TZVPD basis", "elements": ["H", "O", "O", "N", "H", "O", "C", "C", "H", "H", "H", "H", "H", "H"], "coordinates": [[-1.55825, -0.89326, 1.05771], [0.93595, -0.81042, 0.42335], [0.07231, 0.79824, -1.00762], [-2.36633, 0.40546, -0.26865], [-3.32365, -0.03144, -0.01181], [3.50464, 0.20542, 0.56143], [-1.36200, -0.70400, -0.05585], [-0.02245, -0.13549, -0.23087], [-2.07392, 0.64280, -1.22426], [1.82403, -0.42381, 0.24271], [4.46930, 0.12263, 0.51515], [-1.41256, -1.54247, -0.73512], [3.39800, 1.19344, 0.35304], [-2.08505, 1.17290, 0.38077]], "forces_ev_per_angstrom": [[0.7, -1.0, -1.7], [-1.4, 1.1, -0.9], [0.5, -0.3, 0.8], [0.1, -1.6, 0.4], [1.6, 1.5, -1.2], [-0.1, 2.6, -0.6], [-1.0, -0.2, 4.2], [2.0, 0.3, -0.6], [-1.3, 0.9, -0.2], [0.4, -0.1, 0.1], [-0.3, -0.4, 0.0], [-0.9, -0.3, 0.0], [0.1, -2.0, 0.5], [-0.6, -0.5, -0.7]], "gap_ev": 11.42, "energy_ev": -9829.4416, "homo_ev": -15.35, "charge": 1, "spin_multiplicity": 1}



Record 6
{"formula": "C2H6N2O2", "method": "the ωB97M-V functional and the def2-TZVPD basis", "elements": ["C", "H", "N", "H", "N", "O", "H", "H", "H", "H", "O", "C"], "coordinates": [[-1.20286, 0.72078, -0.66864], [-2.27056, 0.60604, -0.89138], [2.36274, -0.07693, 0.05146], [-1.09211, 1.30045, 0.25167], [-0.50422, -0.54105, -0.49786], [-1.13620, -1.32648, 0.51830], [-0.60359, -1.11342, -1.33224], [-0.74361, -1.00826, 1.34951], [3.32191, -0.25427, -0.13503], [-0.71477, 1.25231, -1.48570], [0.89819, 0.32406, 1.83186], [1.68508, 0.11677, 1.00806]], "forces_ev_per_angstrom": [[-0.2, -0.1, 0.1], [0.0, 0.0, 0.0], [0.5, 0.0, -0.7], [0.0, 0.0, -0.2], [0.1, -0.1, 0.1], [-0.3, 0.1, 0.1], [0.0, 0.0, 0.2], [0.1, -0.1, -0.4], [0.3, 0.0, 0.2], [0.0, 0.1, 0.0], [-0.6, 0.2, 1.1], [0.2, -0.1, -0.5]], "gap_ev": 9.65, "energy_ev": -9244.6059, "homo_ev": -8.84, "spin_multiplicity": 1}



One value per record, in order, for relative energy (zero: lowest compared OMol25 entry of this formula, charge and spin): 287.8, 535.2, 165.5, 128.9, 99.4, 261.6 kJ/mol.